{"formula": "C5H7N", "method": "ωB97M-V/def2-TZVPD", "symbols": ["N", "C", "C", "C", "C", "C", "H", "H", "H", "H", "H", "H", "H"], "positions_angstrom": [[0.789, 1.125, -0.749], [1.254, -1.144, 1.757], [-0.139, 0.281, -0.442], [-0.153, -0.729, 0.610], [-1.480, 0.220, -1.225], [1.987, -0.198, 1.414], [0.537, 1.676, -1.577], [1.231, -1.943, 2.505], [2.449, 0.559, 0.815], [-1.282, -0.148, -2.239], [-1.030, -0.496, 1.238], [-1.905, 1.228, -1.301], [-2.258, -0.431, -0.805]], "atomic_forces_ev_per_a": [[-0.3, -0.3, 0.1], [-0.5, 0.5, -0.8], [0.1, -0.3, 0.2], [0.7, 0.1, 0.6], [0.1, 0.0, 0.0], [-0.9, -0.1, -0.2], [0.0, -0.3, 0.2], [-0.5, 0.3, -0.8], [0.0, 0.1, 0.0], [0.1, 0.1, 0.2], [0.5, -0.2, 0.3], [0.2, -0.1, 0.0], [0.4, 0.1, 0.1]], "mulliken_charge": [-0.714, -0.351, 1.064, -0.712, -1.253, -0.167, 0.208, 0.348, 0.398, 0.316, 0.190, 0.343, 0.329], "orbital_gap_ev": [7.56, 7.56], "charge": 0}

=====

{"formula": "C5H12O3", "method": "ωB97M-V/def2-TZVPD", "symbols": ["O", "O", "O", "C", "C", "C", "C", "C", "H", "H", "H", "H", "H", "H", "H", "H", "H", "H", "H", "H"], "positions_angstrom": [[-3.381, -2.387, 3.856], [-1.366, 1.461, 1.383], [5.013, -1.945, -3.421], [-1.241, -1.449, -0.491], [0.369, 2.925, -0.456], [0.215, 1.452, -0.444], [-0.834, -0.610, 0.471], [-0.635, 0.835, 0.371], [0.833, 0.834, -1.121], [-0.778, -0.807, 1.552], [5.424, -1.679, -2.593], [-1.434, -2.501, -0.433], [1.462, 3.190, -0.418], [-1.814, 2.276, 1.049], [-0.037, 3.374, 0.490], [-1.745, -1.114, -1.392], [5.793, -2.328, -3.900], [-0.065, 3.515, -1.254], [-2.960, -1.892, 3.131], [-2.819, -3.148, 3.622]], "atomic_forces_ev_per_a": [[1.5, -0.4, -1.4], [-0.5, 0.9, -0.7], [1.4, -0.6, -0.6], [-0.8, 0.7, 0.2], [1.4, 1.3, 1.7], [-0.2, -0.3, -0.7], [-0.5, -0.3, 0.4], [-0.3, 0.2, -0.3], [-0.6, 0.4, 0.4], [0.4, -1.1, -0.5], [-0.2, 0.1, 0.2], [0.3, -0.5, 0.9], [-0.9, -0.2, -0.2], [0.7, -1.0, 0.3], [0.3, -0.4, -0.7], [0.9, 0.7, -0.3], [-1.2, 0.4, 0.4], [-0.2, -0.3, -0.5], [-0.8, 1.1, 0.3], [-0.6, -0.7, 1.1]], "mulliken_charge": [-0.632, -0.573, -0.644, -0.662, -1.117, -0.090, -0.426, 0.459, 0.350, 0.296, 0.319, 0.306, 0.288, 0.329, 0.292, 0.259, 0.325, 0.288, 0.316, 0.317], "orbital_gap_ev": 9.56, "charge": 0}

=====

{"formula": "C29H25Cl3IN3O3W", "method": "ωB97M-V/def2-TZVPD", "symbols": ["W", "I", "Cl", "Cl", "Cl", "O", "O", "O", "N", "N", "N", "C", "C", "C", "C", "C", "C", "C", "C", "C", "C", "C", "C", "C", "C", "C", "C", "C", "C", "C", "C", "C", "C", "C", "C", "C", "C", "C", "C", "C", "H", "H", "H", "H", "H", "H", "H", "H", "H", "H", "H", "H", "H", "H", "H", "H", "H", "H", "H", "H", "H", "H", "H", "H", "H"], "positions_angstrom": [[-0.295, -0.416, -0.561], [-1.815, -4.984, 1.695], [-2.258, -6.236, -3.833], [1.136, 3.182, -3.439], [6.300, 1.688, -3.152], [1.516, -1.255, -0.252], [0.741, 0.963, -1.572], [-0.952, -2.216, 0.267], [-1.791, 0.494, -0.233], [0.220, 0.893, 1.591], [-0.749, -1.566, -2.289], [3.614, 1.121, 3.012], [2.091, 1.025, 3.180], [-0.958, 0.526, 2.438], [2.976, 0.194, -1.448], [-4.078, 1.871, -1.256], [1.632, 2.245, 4.006], [-4.037, 2.748, 2.445], [-2.909, 2.066, 2.879], [4.649, 1.422, -2.669], [-1.209, -3.156, -0.599], [3.650, 2.299, -3.182], [2.679, -0.882, -0.615], [1.485, 1.225, 1.803], [-1.463, -3.752, -3.017], [-2.564, 1.237, 0.643], [-1.405, -3.278, -4.344], [-1.047, -1.982, -4.605], [-1.119, -2.848, -1.999], [-0.720, -1.136, -3.535], [-4.414, 2.679, 1.112], [-1.618, -4.439, -0.290], [-3.688, 1.935, 0.190], [1.781, -0.299, 3.904], [-1.928, -5.376, -1.298], [-1.859, -5.055, -2.622], [-2.167, 1.303, 1.991], [2.358, 2.128, -2.821], [4.336, 0.408, -1.837], [1.959, 1.073, -1.929], [3.924, 3.098, -3.857], [-5.291, 3.219, 0.774], [4.100, 1.263, 3.981], [-4.618, 3.336, 3.143], [0.555, 2.249, 4.175], [-0.430, -0.104, -3.684], [-1.656, -3.953, -5.152], [-0.108, 1.309, 0.706], [-1.009, -1.599, -5.614], [4.010, 0.204, 2.569], [0.859, -0.285, 4.478], [1.731, -1.134, 3.200], [3.872, 1.951, 2.355], [2.585, -0.515, 4.611], [-4.936, 2.511, -1.455], [1.898, 3.177, 3.504], [-0.734, 0.717, 3.478], [-2.240, -6.371, -1.012], [-4.332, 0.849, -1.548], [3.499, -1.508, -0.254], [-3.251, 2.185, -1.897], [-1.145, -0.544, 2.314], [-2.605, 2.122, 3.918], [2.131, 2.225, 4.977], [5.109, -0.252, -1.465]], "atomic_forces_ev_per_a": [[-1.3, 0.3, -0.4], [0.0, 0.0, 0.1], [0.0, 0.0, 0.0], [-0.1, 0.0, 0.0], [-0.1, 0.0, 0.0], [0.3, -0.5, 0.1], [0.2, 0.2, -0.4], [0.2, -0.2, 0.1], [0.2, -0.3, 0.3], [0.0, 0.4, -0.2], [0.0, 0.1, 0.2], [0.0, 0.0, -0.1], [-0.1, 0.1, 0.0], [0.1, -0.2, 0.0], [0.3, 0.2, -0.2], [0.0, 0.0, 0.0], [0.0, -0.1, 0.0], [0.0, 0.0, 0.0], [0.0, 0.0, 0.0], [0.1, 0.2, -0.2], [-0.1, 0.1, -0.2], [0.3, -0.1, 0.0], [0.1, 0.0, 0.1], [0.1, -0.4, 0.0], [0.0, -0.1, 0.0], [0.1, 0.0, -0.1], [0.0, -0.1, 0.0], [0.0, 0.1, 0.1], [-0.2, 0.0, 0.1], [0.0, -0.2, -0.1], [0.0, 0.0, 0.0], [0.0, -0.1, -0.2], [-0.1, 0.1, 0.1], [0.0, 0.0, -0.1], [0.0, 0.0, 0.1], [0.0, 0.1, -0.1], [0.0, 0.0, 0.0], [-0.1, -0.1, 0.2], [-0.2, -0.1, 0.1], [0.3, 0.1, 0.1], [0.0, 0.0, 0.0], [0.0, 0.0, 0.0], [0.0, 0.0, 0.0], [0.0, 0.0, 0.0], [0.0, 0.0, 0.0], [0.0, 0.0, 0.0], [0.0, 0.0, 0.0], [0.0, 0.4, 0.3], [0.0, 0.0, 0.0], [0.0, 0.0, 0.0], [-0.2, 0.1, 0.0], [0.0, 0.0, 0.0], [0.0, 0.0, 0.0], [0.0, 0.0, 0.0], [0.0, 0.0, 0.0], [0.0, 0.0, 0.0], [0.0, 0.1, 0.2], [0.0, 0.0, 0.0], [0.0, 0.0, 0.0], [0.0, 0.1, -0.1], [0.0, 0.0, 0.0], [0.1, 0.0, 0.0], [0.0, 0.0, 0.0], [0.0, 0.0, 0.0], [0.0, 0.0, 0.0]], "mulliken_charge": [1.744, 0.045, -0.265, -0.216, -0.232, -0.696, -0.498, -0.619, 0.038, 0.076, -0.501, -1.785, 2.482, -0.741, 1.190, -1.290, -1.592, -0.937, -0.831, 0.251, 0.237, -0.536, -0.256, -1.540, -0.282, 0.019, -0.503, -1.018, 0.748, -0.172, -0.740, -0.389, 0.598, -1.737, -0.445, 0.426, 0.820, 0.251, -1.263, -0.110, 0.455, 0.368, 0.457, 0.399, 0.259, 0.601, 0.431, 0.704, 0.418, 0.357, 0.388, 0.275, 0.400, 0.488, 0.390, 0.408, 0.726, 0.410, 0.297, 0.373, 0.246, 0.103, 0.437, 0.455, 0.422], "orbital_gap_ev": [5.79, 5.53], "charge": 0}

=====

Energy relative to the best compared isomer or geometry (same formula, charge and spin) readings, ordered: 583.1; 283.3; 315.3 kJ/mol